Record 1
# C45H76F3O25Pb

A structure of composition C45H76F3O25Pb in a non-equilibrium geometry (wB97M-V/def2-TZVPD, OMol25).

Properties
E_tot   -4133.454480 Eh
Kohn-Sham gap   7.26 eV
Charge   +1
HOMO energy   -0.401 hartree

Geometry (Å):
Pb 15.598 -23.044 -10.256
C 13.160 -23.159 -7.968
O 14.495 -22.926 -7.515
O 13.146 -22.979 -9.371
C 12.601 -24.487 -7.265
F 11.249 -24.495 -7.302
F 13.068 -25.558 -7.855
F 12.791 -24.690 -5.968
C 14.704 -21.862 -6.543
C 15.940 -22.365 -5.870
H 16.069 -21.700 -5.016
H 15.938 -23.399 -5.526
H 16.753 -22.262 -6.589
H 13.925 -21.823 -5.782
H 14.994 -20.916 -7.000
H 12.576 -22.348 -7.532
C 13.099 -27.223 -10.883
O 13.375 -26.903 -12.270
C 14.041 -25.750 -12.570
O 14.302 -24.834 -11.800
O 14.185 -25.778 -13.841
C 14.902 -24.725 -14.547
H 13.997 -27.272 -10.268
H 12.628 -28.205 -10.907
H 12.396 -26.525 -10.428
H 14.295 -23.828 -14.424
H 15.101 -25.034 -15.573
H 15.888 -24.566 -14.110
C 8.743 -21.776 -8.468
O 8.459 -22.895 -9.210
C 7.243 -23.217 -9.766
O 6.210 -22.529 -9.694
O 7.349 -24.390 -10.391
C 6.152 -24.995 -10.932
H 8.037 -21.538 -7.672
H 8.735 -20.972 -9.203
H 9.734 -21.862 -8.022
H 6.350 -25.919 -11.475
H 5.648 -24.387 -11.683
H 5.453 -25.255 -10.137
C 12.365 -15.664 -10.680
O 12.072 -16.134 -9.359
C 12.698 -17.273 -8.924
O 13.575 -17.874 -9.515
O 12.060 -17.671 -7.866
C 12.411 -18.852 -7.183
H 11.623 -14.921 -10.970
H 12.282 -16.449 -11.433
H 13.381 -15.305 -10.843
H 11.686 -19.001 -6.382
H 13.424 -18.786 -6.787
H 12.402 -19.724 -7.838
C 14.548 -27.753 -3.859
C 13.945 -28.281 -2.551
C 14.223 -27.127 -1.653
O 15.522 -26.723 -2.045
C 15.713 -26.841 -3.451
H 13.813 -27.109 -4.343
H 14.888 -28.465 -4.610
H 14.564 -29.123 -2.242
H 12.915 -28.637 -2.563
H 14.093 -27.534 -0.650
H 13.471 -26.357 -1.824
H 16.673 -27.271 -3.735
H 15.535 -25.843 -3.852
C 11.796 -28.265 -6.328
C 11.174 -28.604 -7.638
C 10.409 -29.861 -7.372
O 11.089 -30.486 -6.238
C 12.108 -29.634 -5.720
H 11.166 -27.705 -5.637
H 12.704 -27.676 -6.456
H 11.905 -28.763 -8.431
H 10.598 -27.768 -8.034
H 10.351 -30.455 -8.285
H 9.469 -29.616 -6.878
H 13.084 -30.023 -6.009
H 12.030 -29.500 -4.641
O 9.851 -26.459 -12.148
C 10.423 -25.358 -12.336
O 10.689 -24.876 -13.510
C 11.367 -23.672 -13.451
C 10.916 -23.102 -12.146
C 10.760 -24.329 -11.283
H 11.231 -23.028 -14.320
H 12.444 -23.835 -13.418
H 10.020 -22.483 -12.186
H 11.754 -22.531 -11.747
H 9.989 -24.392 -10.515
H 11.722 -24.571 -10.832
O 7.949 -22.208 -4.380
C 7.822 -23.256 -5.034
O 6.731 -23.429 -5.909
C 6.802 -24.712 -6.525
C 8.268 -25.091 -6.394
C 8.736 -24.435 -5.081
H 6.433 -24.821 -7.545
H 6.158 -25.419 -6.003
H 8.832 -24.798 -7.280
H 8.356 -26.176 -6.354
H 9.789 -24.154 -5.097
H 8.337 -25.038 -4.265
O 18.760 -20.226 -4.795
C 18.100 -19.791 -3.911
O 17.739 -18.537 -3.879
C 17.006 -18.147 -2.738
C 16.433 -19.530 -2.266
C 17.533 -20.495 -2.661
H 16.164 -17.492 -2.962
H 17.614 -17.679 -1.963
H 15.461 -19.757 -2.705
H 16.310 -19.440 -1.187
H 17.128 -21.466 -2.948
H 18.332 -20.623 -1.930
O 15.906 -20.682 -9.454
C 16.247 -19.541 -9.219
O 16.608 -18.710 -10.224
C 16.992 -17.462 -9.703
C 17.059 -17.602 -8.237
C 16.413 -18.882 -7.878
H 16.147 -16.793 -9.866
H 17.910 -17.044 -10.116
H 16.711 -16.674 -7.783
H 18.109 -17.792 -8.014
H 15.411 -18.676 -7.502
H 16.921 -19.599 -7.233
O 17.879 -22.951 -9.100
C 18.920 -22.368 -8.749
O 18.914 -21.276 -8.019
C 20.190 -20.763 -7.616
C 21.110 -21.470 -8.658
C 20.354 -22.752 -9.019
H 20.368 -20.969 -6.561
H 20.190 -19.673 -7.618
H 22.087 -21.711 -8.241
H 21.269 -20.866 -9.551
H 20.516 -23.547 -8.291
H 20.453 -23.149 -10.029
O 11.895 -20.250 -4.274
C 12.269 -21.170 -3.597
O 13.437 -21.152 -3.113
C 13.676 -22.099 -2.079
C 12.500 -23.051 -2.116
C 11.471 -22.380 -3.082
H 13.720 -21.662 -1.081
H 14.549 -22.701 -2.329
H 12.178 -23.321 -1.110
H 12.747 -23.971 -2.645
H 10.536 -22.067 -2.618
H 11.186 -23.006 -3.928


Record 2
# C14H20BClIN3O7

A cluster of 2 separate species, C14H20BClIN3O7 in total in a non-equilibrium geometry (wB97M-V/def2-TZVPD, OMol25).

Properties
E_tot   -2018.536458 Eh
Kohn-Sham gap   4.67 eV
HOMO energy   -0.243 hartree

Geometry (Å):
C 1.934 -0.347 4.198
C 2.339 -0.199 2.599
C 1.756 -1.420 1.657
I 1.301 -3.269 2.803
C 0.548 -0.973 0.631
C 0.593 -2.005 -0.633
B 1.611 -1.415 -1.831
O 1.222 -0.318 -2.766
O 3.016 -1.926 -2.012
N -0.707 -2.304 -1.314
C -1.914 -2.265 -0.421
C -1.956 -0.733 0.252
O -1.729 0.202 -0.856
C -2.539 1.424 -0.748
O -3.899 1.434 -0.760
C -1.666 2.840 -0.569
C -0.138 2.829 -1.177
C 0.924 4.085 -1.078
C 0.392 5.436 -0.293
C -1.147 5.468 0.297
C -2.213 4.183 0.193
N -0.800 -0.772 1.276
Cl -0.953 0.689 2.210
H 2.070 0.721 4.707
H 2.705 -1.103 4.699
H 0.813 -0.648 4.379
H 3.519 -0.137 2.567
H 1.925 0.867 2.258
H 2.672 -1.735 0.958
H 0.873 0.094 0.203
H 1.135 -2.992 -0.250
H 1.900 0.420 -2.764
H 3.321 -2.400 -1.184
H -0.837 -1.826 -2.230
H -2.874 -2.471 -1.065
H -1.865 -3.058 0.471
H -2.982 -0.598 0.799
H 0.235 1.859 -1.719
H 1.993 3.932 -1.529
H 1.166 6.323 -0.199
H -1.466 6.478 0.846
H -3.291 4.244 0.646
H -1.082 -1.554 1.942
N -1.476 -4.265 -3.799
O -1.580 -4.931 -4.842
O -1.567 -4.823 -2.693
O -1.281 -3.039 -3.861


Record 3
# C3H5NO

A cluster of 3 separate species, C3H5NO in total in a non-equilibrium geometry (wB97M-V/def2-TZVPD, OMol25).

Properties
E_tot   -247.134504 Eh
Kohn-Sham gap   9.95 eV
HOMO energy   -0.338 hartree

Geometry (Å):
C -0.098 -0.254 0.795
N 0.753 -1.068 0.300
C -0.760 0.752 -1.285
O -0.115 0.085 2.100
C -0.998 0.413 -0.104
H -0.821 0.736 2.234
H 1.424 -1.465 0.949
H 1.023 -0.485 -1.090
H -1.160 1.170 -2.185
H 0.752 0.116 -1.715


Record 4
# C22H58NO12

A cluster of 9 separate species, C22H58NO12 in total in a non-equilibrium geometry (wB97M-V/def2-TZVPD, OMol25).

Properties
E_tot   -1830.604903 Eh
Kohn-Sham gap   6.38 eV
Charge   -1
HOMO energy   -0.146 hartree

Geometry (Å):
O 3.143 0.505 1.926
C 3.089 0.585 0.688
O 3.124 -0.440 -0.066
C 2.934 2.019 0.050
N 1.501 2.412 0.242
C 0.749 2.119 -0.983
C -0.781 1.832 -0.791
C -1.440 2.455 0.494
C -2.364 1.352 1.107
O -2.260 1.003 2.243
O -3.311 0.725 0.305
H 3.214 2.036 -1.023
H 3.597 2.698 0.628
H 1.182 1.870 1.042
H 0.882 2.884 -1.782
H 1.192 1.182 -1.424
H -1.017 0.746 -0.873
H -1.300 2.294 -1.667
H -2.144 3.275 0.212
H -0.743 2.731 1.302
H -2.958 -0.086 -0.102
C 2.089 -3.572 -2.241
C 1.202 -2.878 -3.252
O 0.234 -2.070 -2.589
H 1.492 -4.197 -1.572
H 2.829 -4.198 -2.737
H 2.608 -2.840 -1.615
H 0.666 -3.608 -3.862
H 1.796 -2.242 -3.917
H 0.714 -1.419 -2.057
C -0.177 -5.662 1.294
C -0.801 -6.704 0.385
O -1.642 -6.071 -0.573
H -0.951 -5.092 1.808
H 0.470 -6.131 2.038
H 0.411 -4.946 0.715
H -1.409 -7.401 0.964
H -0.031 -7.277 -0.146
H -1.094 -5.464 -1.086
C -1.338 -3.455 5.748
C -0.303 -4.225 4.948
O -0.068 -3.595 3.698
H -2.276 -3.388 5.194
H -1.530 -3.939 6.709
H -1.001 -2.432 5.932
H -0.652 -5.239 4.749
H 0.644 -4.287 5.497
H 0.251 -2.702 3.874
C -5.417 -3.046 -2.570
C -4.064 -2.690 -1.985
O -4.196 -1.652 -1.018
H -5.874 -2.170 -3.037
H -5.324 -3.836 -3.318
H -6.101 -3.384 -1.787
H -3.392 -2.332 -2.765
H -3.606 -3.561 -1.508
H -4.781 -1.967 -0.320
C 4.551 -8.114 -2.776
C 3.955 -6.821 -2.251
O 2.665 -6.599 -2.812
H 4.630 -8.084 -3.865
H 5.544 -8.286 -2.355
H 3.912 -8.964 -2.525
H 4.584 -5.973 -2.522
H 3.865 -6.849 -1.160
H 2.106 -7.344 -2.564
C -2.064 7.353 0.586
C -2.447 6.571 -0.655
O -2.478 5.178 -0.364
H -1.088 7.029 0.950
H -2.027 8.426 0.379
H -2.781 7.175 1.392
H -1.717 6.732 -1.449
H -3.432 6.878 -1.026
H -3.134 5.044 0.329
C 0.611 5.992 5.026
C 0.389 5.521 3.601
O 0.026 6.618 2.762
H -0.292 6.464 5.418
H 0.882 5.157 5.675
H 1.408 6.740 5.067
H -0.420 4.792 3.562
H 1.294 5.056 3.200
H 0.746 7.258 2.791
C 2.079 7.314 -2.784
C 1.721 5.881 -3.132
O 0.849 5.332 -2.154
H 2.558 7.359 -1.804
H 2.756 7.740 -3.528
H 1.181 7.935 -2.731
H 2.616 5.260 -3.163
H 1.231 5.830 -4.111
H 0.053 5.874 -2.133


Record 5
# C2H3ClO2P

The ion C2H3ClO2P with charge -1 in a non-equilibrium geometry (wB97M-V/def2-TZVPD, OMol25).

Properties
SMILES   C=C[P@](=O)([O-])Cl
E_tot   -1030.130424 Eh
Kohn-Sham gap   8.71 eV
Charge   -1
HOMO energy   -0.180 hartree

Geometry (Å):
C 0.197 0.853 0.107
C -0.580 -0.145 -0.137
O -3.330 1.250 -0.954
O -3.177 0.690 1.541
P -2.775 0.350 0.160
Cl -3.410 -1.556 -0.354
H 1.309 0.917 0.129
H -0.223 1.792 0.423
H -0.563 -1.167 -0.377


Please write out number 4 again, unchanged.
# C22H58NO12

A cluster of 9 separate species, C22H58NO12 in total in a non-equilibrium geometry (wB97M-V/def2-TZVPD, OMol25).

Properties
E_tot   -1830.604903 Eh
Kohn-Sham gap   6.38 eV
Charge   -1
HOMO energy   -0.146 hartree

Geometry (Å):
O 3.143 0.505 1.926
C 3.089 0.585 0.688
O 3.124 -0.440 -0.066
C 2.934 2.019 0.050
N 1.501 2.412 0.242
C 0.749 2.119 -0.983
C -0.781 1.832 -0.791
C -1.440 2.455 0.494
C -2.364 1.352 1.107
O -2.260 1.003 2.243
O -3.311 0.725 0.305
H 3.214 2.036 -1.023
H 3.597 2.698 0.628
H 1.182 1.870 1.042
H 0.882 2.884 -1.782
H 1.192 1.182 -1.424
H -1.017 0.746 -0.873
H -1.300 2.294 -1.667
H -2.144 3.275 0.212
H -0.743 2.731 1.302
H -2.958 -0.086 -0.102
C 2.089 -3.572 -2.241
C 1.202 -2.878 -3.252
O 0.234 -2.070 -2.589
H 1.492 -4.197 -1.572
H 2.829 -4.198 -2.737
H 2.608 -2.840 -1.615
H 0.666 -3.608 -3.862
H 1.796 -2.242 -3.917
H 0.714 -1.419 -2.057
C -0.177 -5.662 1.294
C -0.801 -6.704 0.385
O -1.642 -6.071 -0.573
H -0.951 -5.092 1.808
H 0.470 -6.131 2.038
H 0.411 -4.946 0.715
H -1.409 -7.401 0.964
H -0.031 -7.277 -0.146
H -1.094 -5.464 -1.086
C -1.338 -3.455 5.748
C -0.303 -4.225 4.948
O -0.068 -3.595 3.698
H -2.276 -3.388 5.194
H -1.530 -3.939 6.709
H -1.001 -2.432 5.932
H -0.652 -5.239 4.749
H 0.644 -4.287 5.497
H 0.251 -2.702 3.874
C -5.417 -3.046 -2.570
C -4.064 -2.690 -1.985
O -4.196 -1.652 -1.018
H -5.874 -2.170 -3.037
H -5.324 -3.836 -3.318
H -6.101 -3.384 -1.787
H -3.392 -2.332 -2.765
H -3.606 -3.561 -1.508
H -4.781 -1.967 -0.320
C 4.551 -8.114 -2.776
C 3.955 -6.821 -2.251
O 2.665 -6.599 -2.812
H 4.630 -8.084 -3.865
H 5.544 -8.286 -2.355
H 3.912 -8.964 -2.525
H 4.584 -5.973 -2.522
H 3.865 -6.849 -1.160
H 2.106 -7.344 -2.564
C -2.064 7.353 0.586
C -2.447 6.571 -0.655
O -2.478 5.178 -0.364
H -1.088 7.029 0.950
H -2.027 8.426 0.379
H -2.781 7.175 1.392
H -1.717 6.732 -1.449
H -3.432 6.878 -1.026
H -3.134 5.044 0.329
C 0.611 5.992 5.026
C 0.389 5.521 3.601
O 0.026 6.618 2.762
H -0.292 6.464 5.418
H 0.882 5.157 5.675
H 1.408 6.740 5.067
H -0.420 4.792 3.562
H 1.294 5.056 3.200
H 0.746 7.258 2.791
C 2.079 7.314 -2.784
C 1.721 5.881 -3.132
O 0.849 5.332 -2.154
H 2.558 7.359 -1.804
H 2.756 7.740 -3.528
H 1.181 7.935 -2.731
H 2.616 5.260 -3.163
H 1.231 5.830 -4.111
H 0.053 5.874 -2.133


Please write out number 3 again, unchanged.
# C3H5NO

A cluster of 3 separate species, C3H5NO in total in a non-equilibrium geometry (wB97M-V/def2-TZVPD, OMol25).

Properties
E_tot   -247.134504 Eh
Kohn-Sham gap   9.95 eV
HOMO energy   -0.338 hartree

Geometry (Å):
C -0.098 -0.254 0.795
N 0.753 -1.068 0.300
C -0.760 0.752 -1.285
O -0.115 0.085 2.100
C -0.998 0.413 -0.104
H -0.821 0.736 2.234
H 1.424 -1.465 0.949
H 1.023 -0.485 -1.090
H -1.160 1.170 -2.185
H 0.752 0.116 -1.715


> The highest HOMO energy belongs to which entry?

C22H58NO12


> Which of these has the lowest E_tot?

C45H76F3O25Pb